1.
128
Properties=species:S:1:pos:R:3:forces:R:3:mulliken_charge:R:1 method="wB97M-V/def2-TZVPD" homo_energy_ev=-5.5 lumo_energy_ha=0.0538 total_charge=-1 e_tot_ha=-4441.76680
C 0.229756 -5.515340 -4.850791 0.4 -0.3 -0.1 -0.90
O -2.338564 -7.830684 -0.992086 -0.7 0.6 -0.4 -0.78
H -2.410077 -9.732851 -7.511851 0.0 0.1 0.0 0.29
O -5.004943 6.138738 5.883870 -0.1 0.3 0.2 -0.32
H 5.323096 1.586572 0.518880 -0.2 0.0 -0.1 0.36
O -2.019150 -8.572477 -9.165139 -0.1 0.2 0.2 -0.38
C -4.879725 6.378524 8.152510 0.0 0.2 0.2 -0.49
C 7.140320 3.116374 6.704037 0.1 0.0 0.0 0.68
H -4.263372 -11.044078 -8.728022 0.0 0.0 0.1 0.37
H -3.737141 -10.222766 -10.214722 -0.1 0.1 0.1 0.36
C -1.198102 1.574091 0.316663 0.0 -0.1 -0.1 0.58
H 4.612443 1.754485 2.808783 -0.1 0.0 -0.1 0.25
C 2.046814 4.541859 -6.281283 -0.6 -0.1 -0.3 0.47
O -6.876287 7.365257 5.602230 0.0 0.0 0.0 -0.53
O 1.077899 -4.951150 -0.171462 -0.7 0.5 -0.2 -0.72
C -2.927399 -2.764984 -1.244346 -1.1 1.0 -0.8 0.55
C -2.234184 -5.809766 0.649858 0.4 0.7 -0.1 -1.11
H -1.965960 -1.697199 0.388566 0.0 -0.1 0.0 0.44
H 0.145514 3.934925 0.835703 -0.2 -0.1 -0.5 0.17
H -3.592787 3.376890 4.373502 0.0 0.0 -0.1 0.27
C -1.876327 -4.702893 -5.541766 -2.0 0.3 -1.3 1.66
C -2.012865 -1.674382 -0.696809 0.2 -1.0 -0.1 -0.92
C -3.426052 -10.549802 -9.221428 0.3 -0.1 -0.3 -1.46
O 3.649196 2.828101 0.472620 0.0 0.2 0.1 -0.28
O -1.570625 2.567133 6.134095 0.5 -0.4 -0.2 -0.26
H 7.120503 5.495577 9.441523 0.0 -0.2 0.1 0.36
H -3.278478 6.824148 6.772783 -0.1 0.1 0.0 0.28
H 5.933695 6.491697 8.624238 -0.1 0.0 0.0 0.34
O 6.427849 2.270000 7.488394 0.1 0.2 0.0 -0.32
H -2.721529 -4.857126 -7.513184 -0.2 0.2 -0.1 0.37
H 1.063023 4.559760 -1.803828 0.0 0.0 0.0 0.40
O -1.566703 2.786607 0.802703 0.0 -0.2 -0.1 -0.32
C 1.323169 -4.627425 -2.780013 -1.4 -0.8 -1.0 -1.37
H -4.761958 -8.267220 -8.831832 0.1 -0.1 -0.1 0.31
C -0.455355 1.886225 6.512494 0.0 0.0 0.0 0.52
H -2.628974 -11.279929 -9.363699 0.0 0.0 0.1 0.35
C -1.679483 2.448411 4.696100 -0.7 -0.1 -0.3 0.55
H -1.244211 4.706005 0.035094 -0.2 -0.1 0.1 0.36
H -3.698521 -3.872451 -6.339636 0.2 0.0 -0.3 0.38
H -3.268946 -6.131234 0.765391 0.1 -0.3 -0.4 0.39
C 0.594455 4.510875 -6.694172 -0.2 0.3 0.3 -1.39
H 0.145923 5.498679 -6.585363 0.0 0.0 -0.1 0.35
H 7.067231 2.528189 2.707236 0.0 -0.1 0.0 0.41
H 2.181284 -5.068802 -3.285961 0.2 0.0 0.5 0.52
C 3.284163 4.009920 -4.468706 0.0 0.0 0.1 0.66
H -2.900445 -3.829262 0.951664 0.1 -0.1 0.0 0.63
S 0.885250 -5.745421 -1.383539 1.3 0.3 1.1 1.18
O -5.859401 7.272349 7.612453 0.0 -0.1 -0.1 -0.34
C -3.395193 4.688445 6.987490 -0.2 0.1 -0.3 -1.24
C -2.930613 -9.379404 -8.405533 -0.3 -0.5 -0.2 0.49
O 3.777030 3.265434 -5.490898 -0.2 0.1 0.1 -0.33
C 2.781110 3.244169 -6.519026 0.2 -0.1 -0.2 -0.51
O 0.003935 1.912305 7.609547 0.0 0.1 0.1 -0.57
O 0.057960 1.178202 5.480695 -0.2 0.1 0.2 -0.35
H -3.201031 2.105025 3.208303 0.1 0.0 0.0 0.33
H 2.560192 5.380614 -6.759801 0.1 0.0 0.0 0.25
H 1.777938 3.111882 -1.077127 0.0 0.1 0.1 0.14
H -4.151256 3.904646 6.924476 0.0 0.0 0.1 0.37
H -1.207842 -3.893214 0.518043 0.1 -0.3 -0.5 0.34
C 4.944538 2.691086 2.353794 0.7 0.1 0.1 0.54
O 7.839597 2.773349 5.807471 0.0 0.0 0.0 -0.54
O 6.945057 4.406252 7.081160 -0.1 -0.3 -0.1 -0.35
O 3.753425 4.053286 -3.380014 0.1 0.1 0.0 -0.52
H -4.492455 -8.604672 -7.107396 0.1 0.2 0.1 0.35
C -4.036740 6.054705 6.943511 0.3 -0.6 0.2 0.52
C -0.859740 -3.779064 -3.621776 -0.1 0.5 0.2 0.25
H 0.026928 3.833186 -6.055337 0.1 -0.1 -0.1 0.33
O -3.264626 -7.156475 -7.956126 0.1 -0.6 -0.6 -0.20
H 4.995050 2.650960 8.949508 0.0 -0.1 -0.2 0.33
C -3.070268 -4.754409 -6.489117 0.3 0.1 0.6 -1.44
H -4.312026 6.862848 8.944121 -0.1 0.1 0.0 0.32
C 6.226639 3.157486 2.997875 -0.2 0.3 0.2 -1.21
H -3.699247 -5.614561 -6.259721 0.1 0.0 0.0 0.12
H 2.151173 2.362671 -6.376246 -0.1 0.1 0.0 0.32
H -5.392780 5.504937 8.562639 0.1 -0.1 -0.1 0.34
O 2.064737 4.184161 1.319484 0.3 0.0 0.2 -0.59
H -1.545405 0.278883 4.547318 -0.1 0.1 0.0 0.30
H -3.697087 1.700995 4.866342 0.1 -0.1 0.0 0.38
C -2.182719 -7.281819 -8.770406 0.0 0.0 0.0 0.58
O 1.842497 -6.825972 -1.434765 -0.1 -0.4 -0.8 -0.72
C -0.927912 1.172921 4.437423 0.3 -0.1 -0.3 -0.29
O -2.615703 -4.070146 -1.057419 -0.3 0.6 0.4 -0.11
H -2.747424 -3.133664 -4.346766 -0.1 -0.1 -0.2 0.24
O -3.919832 -2.444103 -1.879829 1.0 -0.7 0.4 -0.68
H -0.795230 -6.259850 -6.550389 -0.1 0.1 -0.1 0.17
H -2.816615 4.552930 7.901196 0.0 0.0 0.0 0.43
H -0.830563 -3.117515 -2.766140 -0.1 0.0 -0.1 0.27
H -0.456512 1.162070 3.457627 0.1 -0.1 0.1 0.15
H 6.685285 2.928384 9.422572 0.0 0.1 0.0 0.32
O -1.536835 0.526517 0.772315 0.1 0.6 0.5 -0.48
S -1.330298 -6.954955 -0.439284 -0.3 -1.9 -0.7 1.23
H -2.732981 4.554513 6.140714 0.1 0.1 0.1 0.05
H -1.171646 3.305254 4.244130 0.1 0.0 0.1 0.22
H 6.137682 3.129220 4.080464 0.1 -0.1 0.0 0.00
C 0.971950 3.478314 -1.703950 0.1 -0.4 -0.2 -1.27
C 5.880873 4.421799 8.047596 0.0 0.4 0.5 0.50
H 6.443361 4.191630 2.725192 0.0 -0.1 -0.2 0.35
H -1.155974 3.257168 -1.877778 -0.1 -0.1 0.1 0.25
O -0.423121 -7.687411 0.409692 0.5 0.7 0.5 -0.72
N -0.639467 -6.171528 -1.663066 0.5 0.3 0.9 -0.27
H 0.489081 4.196015 -7.732623 0.1 0.0 0.0 0.37
H -1.752237 -5.912481 1.625318 0.0 0.0 -0.1 0.39
H 1.529188 -3.624476 -2.415133 0.0 -0.2 0.3 0.42
O -1.476445 -6.386564 -9.099538 0.0 0.0 0.0 -0.51
C -2.180609 -4.335929 0.287705 -0.1 0.2 0.8 -0.50
H -2.337339 -0.685604 -0.986264 -0.4 -0.2 -0.2 0.30
O 2.175193 4.692455 -4.858788 0.3 -0.1 -0.1 -0.29
C -6.000264 6.965748 6.295475 0.0 0.0 -0.1 0.61
C 5.959219 3.023532 8.610921 -0.2 -0.2 0.0 -0.52
C -1.908730 -3.802458 -4.505824 0.0 0.4 0.6 -0.93
C -0.714180 3.765594 0.177263 0.0 0.3 0.2 -0.20
O 3.897453 3.667820 2.521575 -0.2 -0.1 -0.2 -0.36
C -0.818006 -5.545031 -5.737692 0.6 -0.7 -0.1 -0.29
O -0.390990 1.704758 -0.757361 -0.3 0.1 0.2 -0.34
H 1.108714 3.028292 -2.687868 -0.1 0.1 0.0 0.35
C 3.107546 3.612717 1.427910 0.0 0.0 0.1 0.59
H 1.088592 -6.173392 -4.930864 -0.1 -0.1 -0.2 0.35
H 3.243683 3.195808 -7.502330 0.2 0.0 0.1 0.32
C -0.370567 3.094129 -1.133396 0.5 0.4 -0.1 0.52
H -0.992299 -1.818360 -1.068249 -0.1 -0.1 0.2 0.22
C -4.002836 -8.378297 -8.052381 -0.1 0.1 0.3 -0.57
H 5.408816 5.397471 9.911742 0.0 0.0 0.0 0.38
H 5.646732 3.327559 0.385942 0.0 0.1 0.1 0.33
C 5.008579 2.572754 0.851344 0.0 -0.2 -0.1 -0.58
H 4.939863 4.581143 7.514627 0.0 -0.1 0.0 0.26
C 6.094457 5.510691 9.071668 0.2 0.3 -0.2 -1.42
C 0.189671 -4.635594 -3.802655 1.7 0.4 1.2 0.03
C -3.124116 2.400059 4.254936 -0.2 0.3 0.3 -1.28

***

2.
110
Properties=species:S:1:pos:R:3:forces:R:3:mulliken_spin:R:1 method="wB97M-V/def2-TZVPD" homo_energy_ev="-0.3 / -1.0" e_above_lowest_kj_mol=162.54 lumo_energy_ha="0.1512 / 0.1512" spin_multiplicity=2 total_charge=-2 e_tot_ha=-12100.90704
H -4.736445 -0.273463 -4.046233 0.0 0.0 0.0 0.00
H 6.395265 -3.489213 5.193762 0.0 0.0 0.0 0.00
H -3.439705 1.102918 3.016840 0.0 0.0 0.0 -0.01
C -4.114888 0.203394 -3.298316 0.0 0.0 0.0 0.00
H 5.503697 4.948948 -4.158862 0.0 0.0 0.0 0.01
C -5.527100 3.485724 -3.735253 0.0 0.0 0.0 0.00
H -0.765216 -0.490759 5.079069 0.0 0.0 0.0 0.01
C 2.830734 3.098016 -3.226808 0.0 0.0 0.0 0.04
H 0.563078 -3.709145 3.753682 0.0 0.0 0.0 0.00
H 6.478801 -0.708798 4.238503 0.0 0.0 0.0 0.00
O 1.075634 1.648239 -1.516466 -0.2 0.0 -0.1 0.01
C -0.000651 -1.234550 4.846904 0.0 0.0 0.0 -0.01
H -0.258906 -2.189231 5.312868 0.0 0.0 0.0 0.00
H -1.901803 -0.850994 -5.445892 0.0 0.0 0.0 0.00
H -7.517769 1.854338 -4.512239 0.0 0.0 0.0 0.00
H 0.749978 2.969620 4.850574 0.0 0.0 0.0 0.00
H -3.559942 -2.981321 -2.094070 0.0 0.0 0.0 0.00
H 2.301510 -3.323886 -1.777637 0.0 0.0 0.0 0.00
H 5.721385 5.126649 -1.688786 0.0 0.0 0.0 0.00
C 2.511500 -3.200410 0.956525 0.1 0.1 0.0 0.00
H 4.796451 -0.595078 4.813260 0.0 0.0 0.0 0.00
H -1.948941 -2.169443 1.589832 0.0 0.0 0.0 0.00
H 1.103211 -0.083570 -2.639920 0.0 0.0 0.0 0.00
H 2.063758 -5.555060 2.317115 0.0 0.0 0.0 0.00
C 2.955391 3.166517 -1.838397 0.0 0.1 0.0 0.01
C 2.694327 -4.838376 2.848596 0.0 0.1 0.0 0.00
H 2.718133 -1.802404 -2.590734 0.0 0.0 0.0 0.00
H -2.290375 -2.573459 -5.599114 0.0 0.0 0.0 0.00
H -6.895635 0.321453 -3.886665 0.0 0.0 0.0 0.00
As 1.962096 -1.397362 -0.135094 -0.1 -0.3 -0.1 0.00
O -0.989209 -0.185362 -1.407912 0.1 0.1 0.3 0.01
H -3.587823 -1.376222 -5.492262 0.0 0.0 0.0 0.00
H -1.075647 -2.438454 -2.133151 0.0 0.0 0.0 0.00
C 3.734631 3.730137 -4.062752 0.0 0.0 0.0 -0.02
C -1.173050 -2.298417 -3.208323 0.0 0.0 0.0 0.00
C -2.916565 -0.441318 -2.940869 0.0 0.0 0.0 0.01
N 1.946521 2.728755 0.290989 0.0 -0.1 0.0 -0.06
H 2.710949 0.615867 -2.344741 0.0 0.0 -0.1 0.00
C 4.008375 3.928960 -1.292572 0.0 0.0 0.0 0.03
C 0.805444 -3.238267 2.792975 0.0 0.0 0.0 0.00
H -7.015558 1.261619 -1.543307 0.0 0.0 0.0 0.00
C 0.881364 2.409963 2.244939 0.1 0.1 0.0 0.32
C -2.470555 1.914566 4.775870 0.0 0.0 0.0 0.21
H 2.579956 -5.014508 3.925924 0.0 0.0 0.0 0.00
H -2.427246 -1.158425 2.962096 0.0 0.0 0.0 0.00
H -1.971357 -2.862126 3.234936 0.0 0.0 0.0 0.00
H -3.343704 1.831238 5.411275 0.0 0.0 0.0 0.02
C -1.424051 1.606103 2.613599 0.1 -0.1 0.0 0.16
C -6.762546 2.242341 -1.952031 0.0 0.0 0.0 0.00
H 1.875423 -3.940529 0.449594 0.0 0.0 0.0 0.00
C 2.799797 -2.360615 -1.658366 0.0 0.1 0.0 0.00
H -5.013325 4.101651 -2.996996 0.0 0.0 0.0 0.00
C -0.209276 2.175546 3.093362 -0.2 0.0 0.0 0.02
H 5.220670 -0.043495 3.178701 0.0 0.0 0.0 0.00
C 4.787207 4.453356 -3.513721 0.0 0.0 0.0 0.04
C -6.606310 1.312476 -4.243618 0.0 0.0 0.0 0.00
H -6.276382 2.815325 -1.162293 0.0 0.0 0.0 0.00
H 1.755426 2.912659 2.650660 0.0 0.0 0.0 0.01
C -2.531670 1.512435 3.443676 0.0 -0.1 0.0 -0.09
H 3.618169 3.661220 -5.137045 0.0 0.0 0.0 0.00
C -3.597499 -2.830722 -3.174745 0.0 0.0 0.0 0.00
C -4.540474 1.406760 -2.751545 -0.1 0.0 0.0 0.00
C -2.592095 -1.633800 -5.125833 0.0 0.0 0.0 0.00
C -1.272542 2.428581 5.278301 0.0 0.0 0.0 -0.11
O 4.174176 4.076905 0.034889 0.0 0.0 0.0 0.00
H 3.398035 3.634995 0.473220 0.0 0.0 0.0 0.00
H -4.872921 3.402342 -4.605712 0.0 0.0 0.0 0.00
H 3.208178 0.249267 1.358228 0.0 0.0 0.0 0.02
C -2.560958 -1.777062 -3.596381 0.0 0.0 0.0 0.00
H 3.549428 -3.457536 0.698471 0.0 0.0 0.0 0.00
Ti -0.732046 1.391045 -0.301347 -0.1 0.6 0.0 0.07
H 4.289664 -1.109811 0.916320 0.0 0.1 -0.1 0.00
H -6.008544 1.188894 -5.149265 0.0 0.0 0.0 0.00
C -2.174126 0.210455 -1.959716 0.0 0.0 0.3 0.00
H -1.204750 2.734800 6.316387 0.0 0.0 0.0 -0.01
H 2.889025 -1.387925 2.969942 0.0 0.0 0.0 0.01
H 0.224191 -3.751476 2.020451 0.0 0.0 0.0 0.00
C -2.566104 1.416825 -1.379731 0.1 -0.1 -0.2 -0.01
N 0.895669 2.145075 0.924886 0.0 -0.1 0.0 0.09
C 5.342646 -3.541634 4.911154 0.0 0.0 0.0 0.00
C 5.431069 -0.787826 3.946435 0.0 0.0 0.0 0.00
H 2.000102 2.535190 -3.631206 0.0 0.0 0.0 0.01
H 3.732692 -5.042842 2.568576 0.0 0.0 0.0 0.00
H -0.385081 -1.606450 -3.507291 0.0 0.0 0.0 0.00
C 1.770008 0.309737 -1.868414 0.1 -0.1 0.1 0.01
H 3.855270 -2.544306 -1.445489 0.0 0.0 0.0 0.00
Br -1.020615 3.963704 -0.740456 0.1 -0.1 0.1 0.00
H -4.010731 2.979023 -1.351352 0.0 0.0 0.0 0.00
C 3.532286 -0.411178 0.550102 0.0 0.0 0.0 -0.02
H -4.610755 -2.518748 -3.436794 0.0 0.0 0.0 0.00
H 3.949828 0.201045 -0.245756 0.0 0.0 0.0 0.00
H 0.950686 -0.880152 5.245466 0.0 0.0 0.0 0.00
H 4.734303 -3.103728 5.704741 0.0 0.0 0.0 0.00
C 2.295814 -3.400888 2.460878 0.0 -0.1 0.0 0.00
C -3.728598 2.021398 -1.781024 0.0 0.0 0.1 0.00
C -1.769287 -1.964498 2.645645 0.1 0.0 0.0 0.00
H -3.391630 -3.788167 -3.664724 0.0 0.0 0.0 0.00
C 3.106121 -2.407391 3.301179 0.1 0.0 0.0 -0.01
H -1.002065 -3.256264 -3.711571 0.0 0.0 0.0 0.00
As 5.069364 -2.575108 3.207725 0.0 0.0 0.1 0.00
H 2.829876 -2.478361 4.359819 0.0 0.0 0.0 0.00
O -1.496831 1.149660 1.359051 0.0 0.0 -0.4 0.01
C -5.842952 2.092159 -3.172366 0.0 0.0 0.0 0.00
C 4.919108 4.555694 -2.139352 0.0 0.0 0.0 -0.02
H 5.066437 -4.588317 4.786109 0.0 0.0 0.0 0.00
C 1.979584 2.509914 -0.973656 0.0 -0.1 0.1 0.09
H -6.446319 3.999455 -4.036653 0.0 0.0 0.0 0.00
As 0.099668 -1.386097 2.876474 -0.1 0.0 0.1 0.00
H -7.690228 2.755393 -2.227999 0.0 0.0 0.0 0.00
C -0.173357 2.556220 4.458287 0.0 0.0 -0.1 0.14